[1]
17
Properties=species:S:1:pos:R:3:forces:R:3 method="wB97M-V/def2-TZVPD" charge=+1 e_above_lowest_kcal_mol=0.0 spin_multiplicity=1
C 0.65694 1.55483 1.71449 -0.42 2.48 0.31
C -0.73542 -1.53616 -1.41547 -1.42 0.07 -3.42
C 0.94231 1.61760 0.23470 1.16 -2.27 0.20
C 0.07699 0.67855 -0.59483 -1.99 2.15 -1.31
N -0.22172 -0.77298 -0.25029 0.15 -1.52 1.58
Br -1.84426 1.43992 -0.41909 0.61 -0.15 -0.14
I 2.85856 0.42048 -0.30429 -0.44 0.82 0.47
H 0.22530 0.65544 2.10108 0.16 -0.78 0.09
H 1.52626 1.89461 2.29115 -0.19 -0.44 -0.08
H -0.11937 2.35588 1.91727 0.68 -0.81 -0.24
H -1.69230 -0.97204 -1.84878 2.27 -1.22 0.91
H 0.07124 -1.64247 -2.22947 -1.14 0.59 1.32
H -1.03639 -2.59136 -1.20756 0.26 1.04 0.60
H 1.10547 2.67783 -0.09521 -0.37 -1.43 -0.38
H 0.22160 0.80121 -1.68905 0.18 -0.50 0.91
H 0.57382 -1.42620 0.11895 -1.14 2.17 -0.26
H -1.05464 -0.72807 0.42235 1.65 -0.20 -0.56



[2]
17
Properties=species:S:1:pos:R:3:forces:R:3 method="wB97M-V/def2-TZVPD" charge=0 smiles="C/C=N/CC.SBr" e_above_lowest_kcal_mol=0.0 spin_multiplicity=1
C 0.47278 1.98239 -1.55977 -2.61 -1.85 0.70
C -1.44608 -1.60432 0.05136 -1.80 1.07 -1.36
C 1.13544 0.70969 -1.13384 2.13 -0.27 1.32
C -0.78764 -0.35613 -0.36892 1.92 1.05 0.73
N 0.44120 -0.47902 -0.74401 -2.80 0.50 -0.28
S 0.80471 -0.35554 3.08750 0.31 -1.99 1.16
Br -0.68587 -1.94877 3.73152 0.51 0.86 -0.32
H 1.20531 2.67012 -1.83247 0.92 1.38 -0.50
H -0.24530 1.74284 -2.33782 -0.04 0.47 -0.54
H -0.14101 2.29826 -0.68387 0.56 0.42 -0.74
H -2.28244 -1.71845 -0.67917 0.28 -0.36 0.54
H -0.67081 -2.29028 -0.19876 0.10 -1.35 0.68
H -1.90526 -1.53273 1.04003 0.47 -0.45 -0.01
H 2.00430 0.33876 -1.69233 -0.32 0.62 -0.50
H 1.56331 1.03970 -0.19548 0.90 -0.16 0.53
H -1.26573 0.65157 -0.16763 0.27 -1.06 -0.63
H 1.80311 -1.14808 3.68364 -0.81 1.14 -0.77



[3]
21
Properties=species:S:1:pos:R:3:forces:R:3 method="wB97M-V/def2-TZVPD" charge=+1 spin_multiplicity=1
C -0.63458 1.63420 -2.69065 0.37 0.15 -0.92
N -0.71254 0.61474 -1.56584 0.24 0.05 0.02
C -0.29482 -0.68656 -2.24493 0.48 -1.14 0.66
C 0.24075 0.95530 -0.50182 4.16 1.11 -2.59
O 1.40387 1.30163 -0.85027 -3.97 -1.06 2.14
C -0.06794 0.99045 1.06049 -0.22 0.77 -0.09
P -0.43378 -0.67188 1.86165 0.63 -0.71 -1.81
Cl -0.09496 -2.34290 0.65271 -0.70 1.64 0.92
P 0.85999 -0.92068 3.66093 1.15 -1.26 2.54
O 0.95637 -2.61148 3.98058 -0.65 2.47 -1.09
Cl 2.82531 -0.37904 3.18114 -1.77 -0.85 -0.29
H -0.82159 2.69720 -2.33625 0.15 -1.45 -0.42
H 0.39290 1.55759 -3.20995 -1.43 0.40 0.95
H -1.38986 1.31011 -3.49745 0.90 0.69 1.55
H 0.73962 -0.96903 -1.82460 -1.53 0.15 -0.98
H -0.20687 -0.56234 -3.37742 -0.17 -0.07 1.75
H -1.04466 -1.52623 -2.01758 1.12 1.31 -0.38
H 0.85001 1.43048 1.60156 -1.21 -0.89 -1.00
H -0.93061 1.71780 1.26707 0.93 -1.27 -0.31
H -1.78949 -0.65487 2.36751 0.85 -0.28 -0.44
H 0.15290 -2.88450 4.48311 0.68 0.24 -0.23



[4]
18
Properties=species:S:1:pos:R:3:forces:R:3 method="wB97M-V/def2-TZVPD" charge=0 smiles=CC(C)(C)NP(Cl)Cl e_above_lowest_kcal_mol=4.7 spin_multiplicity=1
C -0.98221 1.23329 -0.33124 2.65 -0.16 -0.49
C 1.10833 0.09058 -1.22404 -0.88 -1.20 -0.49
C -1.17197 -1.23307 -0.66440 2.97 -0.27 0.39
C -0.11220 -0.07838 -0.30995 -3.91 -0.11 0.41
N 0.21958 -0.38645 1.06163 0.38 0.63 -0.03
P 1.29739 0.64686 1.75341 0.88 -0.49 -0.26
Cl 0.41718 1.49252 3.33784 -0.96 0.76 1.06
Cl 2.27854 -0.78973 2.82541 0.78 -0.47 0.35
H -1.83296 1.24516 0.33462 -0.08 -0.09 0.10
H -0.21351 2.01774 -0.09481 -1.14 -0.11 -0.01
H -1.23058 1.34396 -1.38053 -0.51 0.44 -0.11
H 1.00375 -0.62237 -2.07295 0.66 0.04 0.73
H 1.92663 -0.07262 -0.52765 0.64 -0.27 -0.95
H 1.20884 1.04735 -1.72421 -0.15 0.41 0.38
H -0.67051 -2.22821 -0.64666 -0.02 0.52 -0.06
H -1.99477 -1.34493 0.04854 -0.08 0.76 -0.51
H -1.33369 -1.01513 -1.68504 -1.37 -0.14 -1.10
H 0.08215 -1.34658 1.30003 0.15 -0.25 0.59



We obtain max |F| values of 3.71 3.27 5.02 3.93 eV/A for the records listed above, in that order.
We obtain HOMO-LUMO gap values of 9.38 8.50 7.56 10.16 eV for the records listed above, in that order.